Computed, not measured: a molecular structure, C31H25IIrN7O8, with ωB97M-V with the def2-TZVPD basis set.

```
73
Properties=species:S:1:pos:R:3:forces:R:3
Ir -0.323 0.358 -1.316 0.352 -0.707 -0.214
O -0.956 -4.768 -4.390 -0.010 0.006 0.004
C -0.784 -3.617 -3.734 0.028 -0.003 -0.017
C 0.421 -2.901 -3.769 -0.016 -0.011 0.017
C 0.492 -1.737 -3.048 -0.035 -0.090 -0.011
N -0.564 -1.300 -2.374 0.027 -0.017 -0.053
C -1.707 -1.966 -2.304 0.045 -0.033 -0.038
C -1.866 -3.148 -2.980 -0.021 0.023 0.021
C -2.690 -1.278 -1.395 -0.095 0.032 -0.089
O -3.794 -1.686 -1.197 -0.017 0.069 0.023
O -2.164 -0.195 -0.810 0.006 0.227 0.236
C 1.707 -0.867 -2.877 0.086 0.088 0.029
O 2.717 -1.011 -3.499 -0.023 0.034 0.001
O 1.536 0.109 -1.963 0.228 0.041 0.059
H -0.155 -5.031 -4.860 0.004 -0.001 0.004
H 1.293 -3.251 -4.306 -0.003 0.000 -0.007
H -2.795 -3.697 -2.920 0.005 -0.010 -0.006
O 1.373 -2.410 -0.489 -0.053 -0.039 -0.006
C 0.878 -1.820 0.450 0.065 0.050 0.052
N 0.951 -2.160 1.760 -0.007 -0.003 -0.015
C 0.229 -1.262 2.640 -0.006 -0.009 -0.010
C -0.349 -0.281 1.597 0.105 0.040 0.059
O -1.045 0.683 1.824 -0.028 0.004 0.007
N 0.137 -0.636 0.369 -0.103 -0.165 -0.083
C 1.172 -0.460 3.549 0.008 -0.036 0.032
C 0.682 0.621 4.279 -0.012 -0.023 0.030
C 1.523 1.348 5.104 0.009 -0.003 -0.002
C 2.865 1.005 5.218 -0.006 0.008 -0.008
C 3.357 -0.070 4.498 -0.004 -0.001 -0.009
C 2.514 -0.798 3.664 0.030 0.051 -0.052
C -0.854 -1.982 3.445 -0.004 0.038 0.004
C -0.663 -3.307 3.822 0.017 -0.002 0.039
C -1.605 -3.966 4.597 0.000 -0.001 -0.004
C -2.755 -3.307 5.004 0.003 0.002 0.000
C -2.954 -1.988 4.629 0.005 0.006 -0.007
C -2.009 -1.325 3.858 -0.026 -0.009 -0.036
H 1.390 -3.020 2.033 -0.011 -0.006 0.003
H -0.360 0.898 4.197 0.000 -0.007 0.008
H 1.126 2.181 5.671 0.001 0.001 0.001
H 3.519 1.568 5.872 -0.001 -0.001 0.000
H 4.398 -0.352 4.582 -0.003 -0.002 0.002
H 2.922 -1.625 3.098 -0.006 -0.002 0.006
H 0.225 -3.850 3.525 0.003 0.003 0.013
H -1.437 -4.996 4.882 -0.001 0.001 0.000
H -3.493 -3.821 5.605 0.001 -0.001 0.000
H -3.853 -1.467 4.932 0.001 0.001 -0.001
H -2.189 -0.303 3.556 0.005 -0.001 0.006
I -2.354 3.053 -0.640 -0.190 0.335 0.083
C -0.439 3.052 0.135 0.155 -0.274 -0.093
C -0.016 4.036 1.009 -0.037 0.026 0.004
C 1.246 3.934 1.566 -0.005 0.033 0.017
C 2.058 2.865 1.222 0.026 -0.007 -0.007
C 1.579 1.929 0.335 -0.059 -0.004 -0.007
N 0.347 2.016 -0.202 -0.328 0.285 0.009
H -0.681 4.848 1.263 0.000 0.001 -0.006
H 1.589 4.681 2.269 -0.005 -0.002 0.002
H 3.044 2.741 1.645 -0.002 -0.008 0.001
H 2.162 1.067 0.042 0.012 0.003 0.007
C 0.274 3.758 -5.715 -0.001 -0.002 0.003
N -0.367 2.789 -4.845 -0.013 0.013 -0.009
C -1.694 2.239 -5.043 -0.007 0.015 0.001
C -1.806 1.261 -3.885 0.029 0.061 0.013
O -2.729 0.534 -3.648 -0.008 -0.045 -0.004
N -0.637 1.372 -3.129 -0.059 0.038 -0.063
C 0.169 2.262 -3.747 -0.094 0.036 0.078
N 1.372 2.603 -3.289 0.058 -0.070 -0.054
H -0.318 3.849 -6.622 -0.003 0.002 0.002
H 1.271 3.420 -6.003 -0.001 -0.001 -0.004
H 0.337 4.739 -5.243 0.002 0.000 0.002
H -1.787 1.723 -5.999 0.003 -0.008 0.005
H -2.475 2.998 -4.967 -0.004 0.002 -0.005
H 1.829 1.938 -2.674 -0.005 0.006 0.030
H 1.966 3.180 -3.861 -0.009 0.023 0.009
```
Positions in Å, forces in eV/Å.

Properties
2S+1: 2
total charge: +1
relative energy (zero: lowest compared OMol25 entry of this formula, charge and spin): 1.6 kcal per mole
<S²>: 0.754
E_tot: -70301.7824 eV